Entry 1:
Entry from OMol25: a cluster of 10 separate species, C14H47N16O12 in total in a non-equilibrium geometry (ωB97M-V/def2-TZVPD).

## Properties
- Charge: -1
- Relative energy (zero: lowest compared OMol25 entry of this formula, charge and spin): 0.0 kJ/mol
- Calculated total energy: -63693.49652 eV
- M: 631.63 g/mol
- E_LUMO: -0.012 eV

XYZ file:
```
89
Properties=species:S:1:pos:R:3:mulliken_charge:R:1
N -3.478 -4.940 -2.130 -0.4288
H -3.413 -3.935 -2.057 0.2076
H -2.648 -5.302 -2.579 0.3520
H -4.293 -5.169 -2.681 0.3916
H -3.625 -5.339 -1.214 0.3883
C -1.418 -0.956 -1.856 0.3806
O -0.827 -0.341 -0.951 -0.6748
O -0.778 -1.388 -2.811 -0.7899
O -2.619 -1.111 -1.828 -0.7285
C 5.149 1.575 8.570 -0.8182
O 4.872 1.052 7.254 -0.3246
C 5.326 1.868 6.249 -0.4095
C 5.146 1.358 4.809 -0.8774
N 3.785 1.065 4.485 -0.3243
C 2.932 2.301 4.201 -0.6645
C 1.420 2.048 3.969 -0.4984
O 0.698 1.477 5.060 -0.3550
C 1.001 1.989 6.314 -0.5806
H 4.720 2.540 8.839 0.3158
H 6.231 1.663 8.669 0.3379
H 4.871 0.932 9.406 0.2811
H 6.367 2.194 6.243 0.4955
H 4.900 2.870 6.210 0.3004
H 5.717 0.435 4.712 0.3649
H 5.488 2.018 4.012 0.3946
H 3.303 0.548 5.206 0.2766
H 3.259 2.795 3.286 0.4572
H 3.062 3.038 4.993 0.2846
H 1.282 1.372 3.126 0.2937
H 0.988 3.022 3.741 0.3487
H 0.267 1.653 7.046 0.2649
H 1.034 3.078 6.337 0.3063
H 1.947 1.555 6.637 0.1242
C -5.635 1.928 -4.312 0.6955
O -6.414 2.532 -5.038 -0.6944
N -5.560 0.610 -4.284 -0.3182
N -4.778 2.388 -3.445 -0.3359
H -5.987 -0.032 -4.936 0.1821
H -4.884 0.342 -3.584 0.1198
H -4.123 1.755 -3.009 0.1681
H -4.911 3.344 -3.147 0.1789
C 0.295 1.655 -6.353 0.6634
O 0.623 2.610 -7.038 -0.7067
N 1.067 0.644 -6.101 -0.3540
N -0.814 1.534 -5.679 -0.3299
H 1.990 0.674 -6.508 0.1957
H 0.673 -0.121 -5.573 0.1838
H -0.848 0.853 -4.934 0.1701
H -1.548 2.217 -5.800 0.1605
C -4.802 0.358 2.262 0.5616
O -5.375 0.812 3.267 -0.7076
N -3.481 0.306 2.179 -0.2557
N -5.369 -0.189 1.211 -0.2970
H -2.817 0.497 2.915 0.1370
H -2.942 0.188 1.333 0.1781
H -6.334 -0.462 1.086 0.1847
H -4.723 -0.425 0.472 0.1883
C 4.012 -0.649 -1.037 0.7195
O 5.253 -0.745 -0.871 -0.7521
N 3.404 -1.025 -2.107 -0.2570
N 3.158 -0.397 -0.082 -0.2831
H 2.409 -1.122 -1.964 0.0567
H 3.829 -1.317 -2.975 0.1880
H 3.497 -0.428 0.869 0.1168
H 2.185 -0.374 -0.353 0.1856
C -2.022 -4.247 -6.520 0.6121
O -2.276 -4.872 -7.564 -0.7089
N -1.191 -4.612 -5.608 -0.3482
N -2.549 -3.156 -6.090 -0.2957
H -0.821 -5.551 -5.634 0.2070
H -0.935 -3.982 -4.862 0.1556
H -2.048 -2.844 -5.270 0.1334
H -2.949 -2.510 -6.755 0.2386
C 0.304 4.304 -1.130 0.7090
O 0.614 5.490 -1.244 -0.7220
N 1.101 3.248 -1.278 -0.2892
N -0.860 3.830 -0.867 -0.3231
H 2.096 3.266 -1.450 0.1588
H 0.696 2.340 -1.100 0.0991
H -1.000 2.831 -0.828 0.1795
H -1.593 4.522 -0.796 0.1772
C 0.181 -4.485 1.454 0.6223
O 0.174 -5.593 1.994 -0.7072
N -0.161 -3.263 1.949 -0.2963
N 0.533 -4.385 0.183 -0.3478
H -0.160 -2.504 1.282 0.1727
H -0.262 -3.047 2.930 0.1850
H 0.835 -5.230 -0.280 0.1996
H 0.580 -3.472 -0.246 0.1540
```

---

Entry 2:
Entry from OMol25: a cluster of 10 separate species, C14H48O10 in total in a non-equilibrium geometry (ωB97M-V/def2-TZVPD).

## Properties
- Structure (SMILES): CCO.CCO.CCO.CCO.CO.CO.CO.CO.CO.CO
- Charge: 0
- Relative energy (zero: lowest compared OMol25 entry of this formula, charge and spin): 313.6 kJ/mol
- Calculated total energy: -35767.71718 eV
- M: 376.53 g/mol
- E_LUMO: 0.230 eV

XYZ file:
```
72
Properties=species:S:1:pos:R:3:mulliken_charge:R:1
C 3.022 -2.856 -1.117 -0.7047
C 3.867 -2.157 -0.085 -0.0717
O 3.958 -3.004 1.074 -0.5427
H 2.698 -2.203 -1.926 0.0274
H 2.097 -3.216 -0.654 0.0672
H 3.536 -3.731 -1.516 0.3790
H 3.416 -1.191 0.164 0.1787
H 4.890 -2.011 -0.449 0.3710
H 4.632 -2.625 1.645 0.2995
C 0.509 4.771 -2.463 -1.1181
C 1.598 3.747 -2.303 0.0418
O 1.851 2.963 -3.494 -0.5592
H 0.516 5.399 -1.566 0.3746
H -0.483 4.321 -2.494 0.2051
H 0.656 5.437 -3.312 0.3763
H 1.420 3.074 -1.465 0.0426
H 2.569 4.210 -2.087 0.3145
H 1.867 3.562 -4.246 0.2850
C -0.526 1.421 3.256 -0.2491
C 0.146 1.030 4.556 -0.5591
O -0.065 2.060 5.558 -0.5890
H -0.141 0.793 2.448 -0.0179
H -0.300 2.443 2.948 0.1656
H -1.610 1.377 3.355 0.2170
H 1.216 0.856 4.476 0.3038
H -0.335 0.146 4.977 0.3236
H -0.856 1.841 6.052 0.3221
C -2.931 -4.865 1.313 -1.3477
C -1.890 -3.769 1.150 0.2314
O -2.356 -2.891 0.118 -0.4973
H -2.996 -5.394 0.367 0.3094
H -3.862 -4.443 1.688 0.2924
H -2.630 -5.586 2.081 0.3798
H -0.966 -4.242 0.787 0.1131
H -1.699 -3.155 2.034 0.2819
H -1.890 -2.043 0.195 0.2712
C -0.911 1.544 -4.115 0.1246
O -2.130 1.134 -4.697 -0.5773
H -0.757 1.089 -3.128 -0.1679
H -0.037 1.264 -4.713 0.2555
H -0.900 2.621 -3.983 0.0649
H -2.211 0.183 -4.599 0.3285
C 1.004 -2.199 2.542 -0.0617
O 0.625 -2.503 3.885 -0.5466
H 0.443 -1.317 2.251 -0.1838
H 2.076 -1.985 2.513 0.3422
H 0.813 -3.051 1.888 0.1932
H 0.984 -3.351 4.152 0.2840
C -4.032 -0.686 1.581 -0.1229
O -4.811 0.351 2.184 -0.5593
H -4.331 -1.608 2.076 0.1806
H -4.226 -0.830 0.514 0.3197
H -2.957 -0.530 1.707 -0.1319
H -4.680 1.146 1.658 0.2854
C 0.358 -0.272 -0.680 -0.0388
O -0.953 -0.412 -0.143 -0.0857
H 1.079 -0.382 0.140 0.1830
H 0.536 -1.102 -1.360 0.1604
H 0.509 0.680 -1.183 -0.2601
H -1.307 0.453 0.124 0.0848
C 3.056 -0.231 -3.939 -0.8122
O 2.673 0.402 -2.734 -0.3226
H 3.774 -1.027 -3.735 0.3031
H 2.210 -0.700 -4.449 0.2923
H 3.563 0.494 -4.583 0.3466
H 2.316 1.275 -2.976 0.2765
C -1.543 3.498 0.573 -0.6974
O -1.987 2.185 0.207 -0.3528
H -1.524 4.182 -0.277 0.2549
H -2.215 3.870 1.351 0.3676
H -0.551 3.451 1.013 0.1835
H -2.882 2.296 -0.128 0.1724
```

---

Entry 3:
Entry from OMol25: a cluster of 11 separate species, C14H50N10O11 in total in a non-equilibrium geometry (ωB97M-V/def2-TZVPD).

## Properties
- Charge: +1
- ⟨S²⟩: 0.762
- Multiplicity: 2
- Calculated total energy: -52746.00340 eV
- M: 534.61 g/mol
- E_LUMO (alpha / beta): -2.480 / -8.620 eV

XYZ file:
```
85
Properties=species:S:1:pos:R:3:mulliken_charge:R:1
O -2.606 3.992 0.377 -0.5946
H -3.319 3.354 0.388 0.2979
H -1.933 3.590 -0.172 0.2753
O 4.151 -1.141 0.984 -0.7713
H 4.716 -0.369 0.991 0.3468
H 3.486 -0.958 1.648 0.3139
O 3.500 0.172 -1.801 -0.5902
H 3.520 -0.652 -2.288 0.2876
H 3.409 -0.093 -0.886 0.2922
C 2.295 -0.372 3.696 0.5223
O 2.091 -0.534 2.532 -0.6303
N 2.582 0.775 4.147 -0.4099
N 2.219 -1.278 4.584 -0.3576
H 2.302 0.956 5.100 0.2006
H 2.850 1.468 3.463 0.1753
H 2.668 -1.065 5.463 0.1828
H 1.989 -2.247 4.414 0.2613
C 0.875 4.736 -0.832 0.0608
O 0.129 3.800 -0.395 -0.2944
N 0.678 5.990 -0.600 -0.3623
N 2.024 4.517 -1.445 -0.3870
H -0.209 6.227 -0.178 0.2808
H 1.335 6.728 -0.810 0.1780
H 2.163 3.589 -1.816 0.2352
H 2.462 5.251 -1.982 0.2154
C 2.353 -4.131 2.589 0.6219
O 1.918 -4.029 3.719 -0.8150
N 3.590 -4.324 2.283 -0.3013
N 1.634 -4.099 1.460 -0.4150
H 4.140 -4.583 3.090 0.2640
H 3.666 -4.556 1.303 0.1953
H 0.633 -4.208 1.545 0.2006
H 2.079 -3.884 0.579 0.1929
C -0.824 1.541 -4.232 0.7621
O 0.369 1.796 -4.205 -0.6152
N -1.585 1.181 -3.245 -0.2115
N -1.582 1.606 -5.316 -0.4570
H -2.579 1.343 -3.311 0.2202
H -1.174 0.718 -2.447 0.0635
H -2.481 1.158 -5.211 0.1581
H -1.117 1.710 -6.206 0.2466
C 0.001 -0.354 -0.192 0.3104
O -0.904 -0.466 -0.917 -0.4983
N 0.471 -1.393 0.415 0.2615
N 0.655 0.741 0.092 0.4345
H 0.069 -2.244 0.048 0.2088
H 1.094 -1.353 1.209 0.2289
H 1.357 0.627 0.809 0.1333
H 0.231 1.656 0.131 0.0299
C 0.031 3.590 2.953 -0.6837
C 1.114 4.627 2.852 0.5412
C 1.790 5.121 4.179 -1.3194
O 2.116 4.056 2.081 -0.5823
H 0.453 2.737 3.484 0.1388
H -0.319 3.251 1.978 0.0306
H -0.779 4.104 3.470 0.3849
H 0.804 5.420 2.172 0.2133
H 2.727 5.675 4.143 0.3619
H 1.932 4.298 4.880 0.2577
H 0.990 5.721 4.614 0.3784
H 1.925 4.287 1.169 0.3444
C -4.876 -4.105 0.440 -1.2659
C -4.635 -2.664 0.693 0.1260
C -3.535 -2.080 -0.187 -0.4882
O -5.797 -1.883 0.508 -0.5516
H -5.344 -4.258 -0.532 0.3261
H -5.586 -4.517 1.157 0.3426
H -3.924 -4.633 0.499 0.3238
H -4.282 -2.511 1.712 0.3932
H -3.469 -1.019 0.054 0.2371
H -3.937 -2.218 -1.191 0.1137
H -2.624 -2.651 -0.007 0.0561
H -6.099 -2.134 -0.368 0.3747
C -2.425 -2.848 -3.668 -0.9276
C -1.320 -3.282 -4.562 0.4971
C 0.085 -3.132 -3.998 -1.5200
O -1.452 -4.630 -5.098 -0.5711
H -3.229 -2.371 -4.227 0.3867
H -2.106 -2.026 -3.028 0.0839
H -2.870 -3.636 -3.059 0.3185
H -1.292 -2.711 -5.490 0.2120
H 0.365 -3.562 -3.036 0.3394
H 0.319 -2.068 -4.039 0.3548
H 0.775 -3.700 -4.623 0.4884
H -0.914 -5.145 -4.492 0.3367
```